This record from OMol25 describes one molecule with the formula C4H5NO. The level of theory is wB97M-V/def2-TZVPD.

The geometry in XYZ format:
```
11
Properties=species:S:1:pos:R:3
O 1.65 -1.67 0.48
C 0.92 -0.67 0.37
C 0.86 0.41 -0.68
C -0.41 0.90 -0.84
C -1.27 0.13 -0.02
N -0.59 -0.76 0.65
H 1.78 0.82 -1.08
H 1.10 0.25 1.11
H -0.72 1.77 -1.41
H -2.33 0.27 0.13
H -0.97 -1.45 1.28
```

Max |F| in eV/Å: 0.525
E in Eh: -285.32398
HOMO-LUMO gap in eV: 7.9531
Spin multiplicity: 1
Energy above the lowest of the compared OMol25 structures with the same formula, charge and spin in kJ/mol: 237.9

***

This record from OMol25 describes C10H5AuF8INO6S2 as an isolated structure. The level of theory is wB97M-V/def2-TZVPD.

The geometry in XYZ format:
```
34
Properties=species:S:1:pos:R:3
Au 0.10 -1.29 -1.24
F -1.29 -3.58 3.38
C -1.95 -3.01 2.39
F -3.23 -2.91 2.71
F -1.83 -3.76 1.29
S -1.22 -1.34 2.09
O -0.22 -1.59 1.06
O -0.73 -0.89 3.35
N -2.47 -0.52 1.62
S -2.69 0.25 0.28
O -3.48 1.42 0.46
O -1.49 0.37 -0.54
C -3.72 -0.91 -0.70
F -3.88 -0.43 -1.93
F -4.90 -1.09 -0.14
F -3.09 -2.10 -0.78
F 0.37 -1.94 -3.96
C -0.16 -2.53 -2.88
F 0.46 -3.69 -2.65
H -1.23 -2.68 -3.01
I 1.77 5.49 2.02
C 2.23 3.79 0.91
C 1.52 2.61 1.14
C 1.83 1.47 0.43
C 2.82 1.55 -0.55
C 3.57 2.71 -0.76
C 3.25 3.84 -0.03
C 3.05 0.32 -1.43
O 4.30 0.17 -1.44
O 2.13 -0.34 -1.91
H 0.72 2.58 1.87
H 1.28 0.56 0.62
H 4.36 2.73 -1.49
H 3.81 4.76 -0.19
```

Max |F| in eV/Å: 7.551
E in Eh: -2918.73887
HOMO-LUMO gap (alpha / beta) in eV: 3.2213 / 3.2229
Spin multiplicity: 1
Energy above the lowest of the compared OMol25 structures with the same formula, charge and spin in kJ/mol: 366.3

***

This record from OMol25 describes one molecule with the formula C4H7NO. The level of theory is wB97M-V/def2-TZVPD.

The geometry in XYZ format:
```
13
Properties=species:S:1:pos:R:3
O -2.57 -0.91 0.34
C -1.38 -0.78 0.46
C -0.71 0.51 0.91
N 0.53 0.85 0.23
C 0.55 0.42 -1.15
C 1.52 -0.13 -0.16
H -0.70 -1.65 0.31
H -0.54 0.46 1.99
H -1.41 1.33 0.71
H 0.78 1.12 -1.96
H -0.32 -0.25 -1.38
H 1.43 -1.19 0.09
H 2.54 0.24 -0.11
```

Max |F| in eV/Å: 1.317
E in Eh: -286.53143
HOMO-LUMO gap in eV: 10.2081
Spin multiplicity: 1
Energy above the lowest of the compared OMol25 structures with the same formula, charge and spin in kJ/mol: 263.1
SMILES string: O=CCN1CC1

***

This record from OMol25 describes C8H21AgNO4 as an isolated structure. The level of theory is wB97M-V/def2-TZVPD.

The geometry in XYZ format:
```
35
Properties=species:S:1:pos:R:3
Ag 0.17 -1.55 -0.73
O 1.10 -5.75 1.71
C 0.56 -4.52 2.08
C 1.33 -3.20 1.66
O 1.80 -3.00 0.33
H 0.62 -4.59 3.19
H -0.53 -4.50 1.88
H 2.11 -3.04 2.42
H 0.66 -2.33 1.80
C 1.47 1.33 0.17
C 0.63 1.41 -1.10
C 0.82 2.67 -1.95
O -0.06 2.59 -3.06
C -0.61 3.83 -3.45
N 0.88 0.22 -1.98
H 1.30 2.24 0.75
H 2.53 1.34 -0.10
H 1.22 0.38 0.63
H -0.46 1.37 -0.97
H 1.88 2.76 -2.24
H 0.56 3.54 -1.33
H -1.42 3.70 -4.17
H 0.22 4.41 -3.86
H -1.01 4.40 -2.60
H 0.37 0.48 -2.82
H 1.87 0.37 -2.19
C -1.64 0.05 2.45
C -2.26 -1.11 1.68
O -1.85 -0.76 0.32
H -1.92 0.09 3.51
H -1.93 1.01 2.03
H -0.55 0.10 2.43
H -3.34 -1.18 1.73
H -1.83 -2.09 1.91
H -2.68 -0.68 -0.15
```

Charge: -1
Max |F| in eV/Å: 2.689
E in Eh: -819.90108
HOMO-LUMO gap in eV: 2.9992
Spin multiplicity: 1

***

This record from OMol25 describes one molecule with the formula C27H22N2O5. The level of theory is wB97M-V/def2-TZVPD.

The geometry in XYZ format:
```
56
Properties=species:S:1:pos:R:3
C 2.71 -1.19 -1.22
O 2.31 -0.30 -2.23
C 1.04 -0.40 -2.73
C 0.12 -1.32 -2.28
C -1.16 -1.35 -2.84
C -2.20 -2.26 -2.33
O -2.93 -2.94 -3.01
N -2.34 -2.31 -0.95
C -1.75 -1.57 0.05
O -1.62 -2.18 1.23
C -1.01 -1.31 2.10
C -0.72 -1.79 3.44
C -1.49 -2.82 3.99
C -1.22 -3.29 5.26
C -0.19 -2.74 6.00
C 0.59 -1.73 5.46
C 0.34 -1.26 4.18
C -0.76 -0.12 1.46
C -0.16 1.11 1.96
C -0.56 1.65 3.18
C 0.00 2.83 3.64
C 0.95 3.49 2.87
C 1.34 2.97 1.65
C 0.79 1.79 1.19
C -1.26 -0.28 0.12
C -1.28 0.74 -0.84
N -1.29 1.65 -1.54
C -1.46 -0.52 -3.91
C -0.55 0.43 -4.36
O -1.00 1.17 -5.40
C -0.31 2.31 -5.86
C 0.71 0.52 -3.75
O 1.61 1.48 -4.14
C 2.04 2.38 -3.13
H 2.67 -2.23 -1.56
H 3.74 -0.93 -0.99
H 2.10 -1.08 -0.31
H 0.37 -2.03 -1.51
H -2.94 -3.06 -0.62
H -2.30 -3.24 3.41
H -1.83 -4.08 5.67
H 0.02 -3.11 6.99
H 1.41 -1.32 6.03
H 0.96 -0.48 3.76
H -1.30 1.13 3.77
H -0.31 3.24 4.58
H 1.38 4.42 3.23
H 2.08 3.48 1.05
H 1.10 1.38 0.24
H -2.44 -0.56 -4.37
H 0.68 2.05 -6.24
H -0.92 2.70 -6.67
H -0.22 3.07 -5.08
H 1.19 2.71 -2.53
H 2.79 1.92 -2.48
H 2.48 3.22 -3.66
```

Max |F| in eV/Å: 1.399
E in Eh: -1527.75575
HOMO-LUMO gap in eV: 8.1464
Spin multiplicity: 1
Energy above the lowest of the compared OMol25 structures with the same formula, charge and spin in kJ/mol: 0.0
SMILES string: COc1cc(C(=O)Nc2oc(-c3ccccc3)c(-c3ccccc3)c2C#N)cc(OC)c1OC

***

This record from OMol25 describes a 12-piece molecular cluster, C80H130N12O5 overall. The level of theory is wB97M-V/def2-TZVPD.

The geometry in XYZ format:
```
227
Properties=species:S:1:pos:R:3
C 8.61 17.55 19.25
C 9.77 16.64 18.77
C 9.35 15.10 18.67
C 10.16 17.17 17.41
C 11.52 16.67 16.78
C 12.63 16.93 17.78
C 12.34 16.41 19.26
C 12.54 14.86 19.33
C 13.39 17.14 20.18
N 10.95 16.83 19.64
O 10.72 16.45 20.97
H 8.92 18.56 19.52
H 7.74 17.59 18.59
H 8.30 17.25 20.25
H 9.86 14.65 17.83
H 9.52 14.63 19.64
H 8.28 14.95 18.50
H 9.37 16.88 16.72
H 10.20 18.26 17.40
H 11.45 15.62 16.49
H 11.77 17.22 15.88
H 12.83 18.00 17.87
H 13.46 16.45 17.27
H 12.44 14.47 20.34
H 13.53 14.58 18.98
H 11.74 14.41 18.74
H 13.25 18.21 20.36
H 14.43 17.09 19.88
H 13.29 16.73 21.19
H 10.53 17.28 21.41
C 18.44 28.05 19.79
C 17.09 27.44 19.29
C 17.23 27.38 17.68
C 17.01 26.03 19.85
C 15.67 25.34 19.67
C 14.55 26.22 20.28
C 14.61 27.74 19.87
C 14.10 27.88 18.43
C 13.67 28.63 20.73
N 16.02 28.20 19.93
O 16.19 29.60 19.95
H 18.50 28.23 20.86
H 19.30 27.41 19.61
H 18.67 29.04 19.40
H 16.49 27.98 17.15
H 18.19 27.70 17.28
H 17.12 26.36 17.32
H 17.77 25.42 19.35
H 17.25 26.12 20.91
H 15.55 25.01 18.64
H 15.81 24.46 20.31
H 14.45 26.18 21.36
H 13.53 25.99 19.96
H 14.40 28.85 18.02
H 13.02 27.75 18.47
H 14.51 27.11 17.78
H 12.59 28.48 20.80
H 13.76 29.68 20.43
H 14.09 28.49 21.72
H 16.48 29.74 20.85
C 18.28 25.42 13.35
C 16.79 25.98 13.12
C 16.16 26.37 14.49
C 16.79 27.29 12.24
C 17.21 27.09 10.80
C 16.04 26.22 10.20
C 15.84 24.87 10.99
C 14.44 24.38 10.59
C 16.85 23.88 10.53
N 15.87 25.03 12.48
O 15.62 23.90 13.26
H 18.15 24.48 13.89
H 18.90 25.11 12.51
H 18.98 26.10 13.84
H 16.74 27.16 14.98
H 15.12 26.63 14.28
H 16.15 25.53 15.18
H 15.81 27.75 12.12
H 17.55 27.92 12.69
H 17.29 28.03 10.25
H 18.14 26.53 10.70
H 16.53 25.97 9.26
H 15.10 26.77 10.19
H 14.17 23.36 10.89
H 14.24 24.52 9.53
H 13.61 24.98 10.97
H 16.74 23.01 11.17
H 17.87 24.25 10.60
H 16.58 23.45 9.56
H 14.77 24.14 13.65
C 18.30 19.39 17.79
C 16.86 19.73 17.37
C 15.86 18.97 18.30
C 16.77 21.29 17.77
C 15.59 22.02 17.09
C 15.65 21.80 15.61
C 15.62 20.30 15.12
C 14.19 19.77 15.13
C 16.21 20.41 13.71
N 16.63 19.52 15.91
O 16.80 18.22 15.49
H 19.05 19.89 17.18
H 18.53 19.72 18.80
H 18.49 18.32 17.78
H 15.99 19.33 19.33
H 14.80 19.15 18.13
H 15.97 17.89 18.30
H 16.47 21.54 18.79
H 17.69 21.83 17.53
H 14.62 21.67 17.45
H 15.55 23.09 17.30
H 16.57 22.28 15.29
H 14.78 22.32 15.22
H 14.06 18.85 14.55
H 13.46 20.52 14.83
H 13.85 19.48 16.12
H 16.00 19.50 13.15
H 17.25 20.72 13.70
H 15.78 21.23 13.14
H 17.57 18.24 14.91
C 14.14 10.97 17.19
C 14.78 11.70 16.04
C 15.16 10.62 14.93
C 13.57 12.59 15.46
C 14.09 13.58 14.42
C 15.17 14.58 15.04
C 16.38 13.79 15.68
C 17.38 13.42 14.61
C 17.06 14.81 16.59
N 15.86 12.59 16.50
O 16.92 11.88 17.14
H 14.81 10.68 18.01
H 13.20 11.34 17.58
H 13.83 9.97 16.90
H 15.36 11.00 13.92
H 16.04 10.07 15.26
H 14.35 9.91 14.78
H 12.87 11.89 15.01
H 12.95 13.07 16.22
H 14.51 13.08 13.55
H 13.23 14.09 14.00
H 14.70 15.23 15.77
H 15.54 15.18 14.20
H 17.65 14.33 14.07
H 16.89 12.80 13.86
H 18.17 12.78 15.00
H 17.53 15.67 16.12
H 17.80 14.29 17.21
H 16.28 15.29 17.18
H 17.34 11.49 16.38
C 21.98 25.20 17.95
C 21.69 24.35 18.99
C 20.43 23.76 19.13
N 19.49 24.07 18.22
C 19.76 24.91 17.21
C 21.02 25.51 17.05
H 22.93 25.69 17.85
H 22.46 24.02 19.67
H 20.36 22.99 19.88
H 18.92 25.06 16.56
H 21.19 26.26 16.29
C 21.67 16.74 12.96
C 21.64 17.81 13.89
C 20.42 18.18 14.42
N 19.25 17.56 14.16
C 19.26 16.51 13.26
C 20.45 16.11 12.62
H 22.53 16.47 12.37
H 22.63 18.12 14.18
H 20.39 18.91 15.22
H 18.28 16.05 13.17
H 20.38 15.39 11.83
C 15.59 20.77 21.92
C 16.19 21.99 22.13
C 17.60 22.05 22.42
N 18.40 20.93 22.40
C 17.71 19.75 22.19
C 16.34 19.61 21.93
H 14.52 20.70 21.78
H 15.54 22.85 22.09
H 18.01 23.02 22.66
H 18.24 18.81 22.19
H 15.86 18.66 21.77
C 20.70 21.81 15.78
C 19.68 21.53 14.87
C 20.02 21.57 13.51
N 21.24 21.73 13.07
C 22.26 21.90 13.99
C 22.01 21.94 15.35
H 20.53 21.93 16.84
H 18.68 21.27 15.17
H 19.26 21.42 12.75
H 23.23 22.06 13.53
H 22.79 22.16 16.07
C 12.53 20.38 8.74
C 13.30 20.85 9.82
C 13.04 20.44 11.14
N 11.99 19.64 11.44
C 11.21 19.22 10.41
C 11.47 19.53 9.05
H 12.76 20.71 7.74
H 14.10 21.52 9.57
H 13.56 20.91 11.96
H 10.31 18.64 10.59
H 10.89 18.97 8.33
C 10.27 24.96 14.80
C 10.69 23.79 14.18
C 12.06 23.51 14.08
N 12.99 24.32 14.64
C 12.58 25.42 15.38
C 11.21 25.81 15.38
H 9.23 25.24 14.96
H 10.06 23.10 13.65
H 12.43 22.75 13.41
H 13.38 26.06 15.74
H 10.93 26.82 15.63
C 18.03 15.96 20.07
C 18.96 16.12 21.04
C 18.52 15.84 22.37
N 17.27 15.41 22.66
C 16.38 15.18 21.68
C 16.74 15.45 20.35
H 18.39 16.14 19.07
H 19.96 16.49 20.89
H 19.13 16.09 23.23
H 15.38 14.90 21.99
H 15.99 15.31 19.58
```

Max |F| in eV/Å: 3.299
E in Eh: -4159.14617
HOMO-LUMO gap in eV: 8.0282
Spin multiplicity: 1
Energy above the lowest of the compared OMol25 structures with the same formula, charge and spin in kJ/mol: 220.0
SMILES string: CC1(C)CCCC(C)(C)N1O.CC1(C)CCCC(C)(C)N1O.CC1(C)CCCC(C)(C)N1O.CC1(C)CCCC(C)(C)N1O.CC1(C)CCCC(C)(C)N1O.c1ccncc1.c1ccncc1.c1ccncc1.c1ccncc1.c1ccncc1.c1ccncc1.c1ccncc1

***

This record from OMol25 describes one molecule with the formula C4H8N2OS. The level of theory is wB97M-V/def2-TZVPD.

The geometry in XYZ format:
```
16
Properties=species:S:1:pos:R:3
N -1.95 -2.01 1.01
N -2.49 -1.12 0.10
C -1.78 -0.14 -0.27
C -0.38 0.13 0.19
O -0.04 1.46 -0.12
C 1.36 1.58 0.00
C 2.01 0.47 -0.83
S 0.88 -0.94 -0.64
H -2.49 -2.83 0.99
H -0.98 -2.23 0.84
H -2.20 0.59 -0.95
H -0.28 -0.02 1.29
H 1.66 1.49 1.07
H 1.62 2.58 -0.34
H 2.06 0.75 -1.90
H 3.01 0.23 -0.45
```

Max |F| in eV/Å: 1.409
E in Eh: -740.09833
HOMO-LUMO gap in eV: 9.7047
Spin multiplicity: 1
Energy above the lowest of the compared OMol25 structures with the same formula, charge and spin in kJ/mol: 167.2
SMILES string: N/N=C\[C@@H]1OCCS1

***

This record from OMol25 describes C35H50AgN11O3S2 as an isolated structure. The level of theory is wB97M-V/def2-TZVPD.

The geometry in XYZ format:
```
102
Properties=species:S:1:pos:R:3
Ag 0.07 0.36 0.89
C -2.69 -2.51 2.60
N -1.27 -2.32 2.87
C -1.00 -1.04 3.49
C -0.38 -2.80 1.91
N 0.53 -2.02 1.42
C 1.67 -2.50 0.76
C 2.34 -3.66 1.18
C 3.35 -4.24 0.43
C 3.71 -3.67 -0.78
C 3.17 -2.44 -1.14
C 2.23 -1.79 -0.33
N 1.78 -0.50 -0.65
C 2.63 0.43 -1.01
N 2.14 1.53 -1.73
C 2.43 2.84 -1.15
C 0.76 1.45 -2.19
N 3.99 0.45 -0.87
C 4.71 -0.22 0.20
C 4.85 1.18 -1.78
N -0.61 -4.13 1.60
C -0.42 -4.70 0.29
C -0.93 -5.09 2.63
H -3.07 -1.71 1.95
H -3.24 -2.48 3.54
H -2.87 -3.47 2.12
H -1.58 -0.97 4.41
H -1.30 -0.20 2.85
H 0.06 -0.94 3.73
H 2.04 -4.10 2.13
H 3.82 -5.15 0.78
H 4.45 -4.14 -1.42
H 3.49 -1.95 -2.05
H 3.40 2.85 -0.67
H 1.69 3.09 -0.40
H 2.42 3.60 -1.94
H 0.58 0.48 -2.65
H 0.61 2.24 -2.92
H 0.05 1.58 -1.37
H 4.03 -0.45 1.01
H 5.48 0.46 0.57
H 5.20 -1.14 -0.16
H 4.26 1.67 -2.55
H 5.55 0.47 -2.25
H 5.44 1.92 -1.24
H -0.22 -3.93 -0.44
H -1.33 -5.24 0.01
H 0.41 -5.41 0.28
H -1.03 -4.60 3.60
H -0.13 -5.84 2.70
H -1.86 -5.62 2.40
C -7.57 -0.08 -4.17
C -6.42 0.90 -3.94
N -5.13 0.25 -3.68
C -4.15 0.24 -4.75
C -4.48 -0.76 -5.86
C -4.95 -0.26 -2.43
O -5.82 -0.23 -1.58
C -3.59 -0.83 -2.10
C -3.12 -2.02 -2.63
C -1.85 -2.46 -2.27
C -1.11 -1.69 -1.39
N -1.58 -0.58 -0.82
C -2.80 -0.17 -1.17
H -8.49 0.48 -4.35
H -7.70 -0.69 -3.28
H -7.38 -0.73 -5.02
H -6.65 1.52 -3.07
H -6.29 1.54 -4.81
H -3.17 0.02 -4.34
H -4.11 1.25 -5.18
H -4.55 -1.77 -5.45
H -3.71 -0.74 -6.63
H -5.43 -0.51 -6.33
H -3.73 -2.61 -3.31
H -1.45 -3.38 -2.66
H -0.09 -1.94 -1.14
H -3.17 0.72 -0.68
N 3.46 7.61 2.44
C 2.57 6.56 2.47
C 1.82 6.21 1.34
C 0.98 5.12 1.36
C 0.85 4.36 2.52
C 1.49 4.77 3.68
C 2.34 5.85 3.66
S 0.13 2.73 2.44
O -0.65 2.69 1.21
O -0.57 2.42 3.66
N 1.38 1.76 2.19
C 2.03 1.11 3.18
S 2.27 1.71 4.84
C 3.21 0.31 5.21
C 3.27 -0.49 4.13
N 2.60 -0.05 3.01
H 3.81 7.87 1.53
H 4.16 7.61 3.17
H 1.93 6.81 0.44
H 0.41 4.85 0.48
H 1.31 4.22 4.59
H 2.85 6.16 4.57
H 3.66 0.17 6.18
H 3.79 -1.43 4.08
```

Max |F| in eV/Å: 1.147
E in Eh: -3135.08241
HOMO-LUMO gap in eV: 7.5649
Spin multiplicity: 1
Energy above the lowest of the compared OMol25 structures with the same formula, charge and spin in kJ/mol: 112.9